No. 1
A cluster of 19 separate species, C46H76Cl54O3 in total. Source: the Open Molecules 2025 dataset; level of theory: ωB97M-V with the def2-TZVPD basis set.

Net charge: 0
LUMO energy (eV): 0.16

Bonds (Å) are listed after each position.
Element x y z (Å)
1 C -1.6857 -2.6860 -4.4646  C2 1.541, H32 1.090, H33 1.092, H34 1.092
2 C -2.4088 -3.8952 -5.0882  C1 1.541, C3 1.532, H35 1.093, H36 1.092
3 C -3.9324 -3.7396 -5.0542  C2 1.532, C4 1.543, H37 1.094, H38 1.092
4 C -4.5086 -3.5654 -3.6331  C3 1.543, C5 1.545, H39 1.093, H40 1.093
5 C -5.4271 -2.3382 -3.4404  C4 1.545, C6 1.541, H41 1.092, H42 1.092
6 C -5.4044 -1.8181 -1.9897  C5 1.541, C7 1.532, H43 1.093, H44 1.096
7 C -4.2454 -0.8610 -1.6921  C6 1.532, C8 1.555, H45 1.092, H46 1.092
8 C -4.5056 0.5878 -2.1930  C7 1.555, C9 1.529, H47 1.091, H48 1.095
9 C -3.6422 0.9899 -3.3886  C8 1.529, C10 1.530, H49 1.095, H50 1.094
10 C -2.1342 0.9825 -3.1331  C9 1.530, C11 1.530, H51 1.093, H52 1.095
11 C -1.6996 1.7243 -1.8673  C10 1.530, C12 1.538, H53 1.093, H54 1.093
12 C -0.1821 1.5782 -1.6668  C11 1.538, C13 1.521, H55 1.096, H56 1.093
13 C 0.5136 2.7701 -1.0269  C12 1.521, C14 1.553, H57 1.093, H58 1.093
14 C 2.0590 2.6964 -1.1657  C13 1.553, C15 1.534, H59 1.095, H60 1.091
15 C 2.7716 2.6923 0.1926  C14 1.534, C16 1.543, H61 1.087, H62 1.094
16 C 2.7241 1.2892 0.8320  C15 1.543, C17 1.537, H63 1.091, H64 1.092
17 C 3.8124 0.9670 1.8686  C16 1.537, C18 1.526, O27 1.432, H65 1.097
18 C 4.3408 2.1789 2.6308  C17 1.526, C19 1.544, H66 1.094, H67 1.091
19 C 3.2529 2.8883 3.4663  C18 1.544, C20 1.533, H68 1.093, H69 1.090
20 C 3.4957 2.6922 4.9677  C19 1.533, C21 1.527, H70 1.094, H71 1.097
21 C 2.3723 3.1483 5.8955  C20 1.527, C22 1.561, H72 1.093, H73 1.092
22 C 1.1274 2.2253 6.0827  C21 1.561, C23 1.530, H74 1.089, H75 1.093
23 C 1.1248 0.8145 5.4899  C22 1.530, C24 1.537, H76 1.093, H77 1.092
24 C 0.4559 0.6404 4.1169  C23 1.537, O25 1.416, H78 1.099, H79 1.092
25 O -0.5948 1.5695 3.9248  C24 1.416, C26 1.403
26 C -0.6731 2.0838 2.6221  O25 1.403, H80 1.095, H81 1.086, H82 1.100
27 O 4.8596 0.2957 1.1598  C17 1.432, C28 1.414
28 C 5.6907 -0.4948 1.9858  O27 1.414, C29 1.525, H83 1.093, H84 1.096
29 C 5.0686 -1.8282 2.3867  C28 1.525, O30 1.418, H85 1.100, H86 1.091
30 O 4.2192 -1.7613 3.5198  C29 1.418, C31 1.419
31 C 4.9053 -1.7190 4.7616  O30 1.419, H87 1.091, H88 1.092, H89 1.095
32 H -0.8488 -2.3496 -5.0772  C1 1.090
33 H -1.2957 -2.8929 -3.4662  C1 1.092
34 H -2.3794 -1.8471 -4.3781  C1 1.092
35 H -2.0801 -3.9717 -6.1273  C2 1.093
36 H -2.1026 -4.8197 -4.5932  C2 1.092
37 H -4.1826 -2.8673 -5.6645  C3 1.094
38 H -4.3784 -4.6144 -5.5324  C3 1.092
39 H -5.1042 -4.4530 -3.4043  C4 1.093
40 H -3.7149 -3.5264 -2.8832  C4 1.093
41 H -5.0935 -1.5428 -4.1105  C5 1.092
42 H -6.4501 -2.6057 -3.7116  C5 1.092
43 H -6.3503 -1.3075 -1.7913  C6 1.093
44 H -5.3584 -2.6808 -1.3154  C6 1.096
45 H -3.3221 -1.2388 -2.1356  C7 1.092
46 H -4.1249 -0.8234 -0.6075  C7 1.092
47 H -4.4168 1.3032 -1.3745  C8 1.091
48 H -5.5532 0.6337 -2.5100  C8 1.095
49 H -3.9457 1.9714 -3.7667  C9 1.095
50 H -3.8577 0.2804 -4.1936  C9 1.094
51 H -1.7553 -0.0409 -3.0716  C10 1.093
52 H -1.6287 1.4565 -3.9808  C10 1.095
53 H -2.2000 1.2843 -1.0008  C11 1.093
54 H -1.9783 2.7800 -1.9261  C11 1.093
55 H 0.2702 1.4380 -2.6554  C12 1.096
56 H 0.0167 0.6731 -1.0879  C12 1.093
57 H 0.1479 3.7037 -1.4614  C13 1.093
58 H 0.2766 2.8152 0.0395  C13 1.093
59 H 2.2713 1.7606 -1.6937  C14 1.095
60 H 2.4268 3.4981 -1.8081  C14 1.091
61 H 3.8065 3.0074 0.0883  C15 1.087
62 H 2.2377 3.3967 0.8366  C15 1.094
63 H 1.7268 1.1201 1.2407  C16 1.091
64 H 2.8516 0.5607 0.0283  C16 1.092
65 H 3.3902 0.2945 2.6257  C17 1.097
66 H 5.0962 1.8306 3.3419  C18 1.094
67 H 4.8743 2.8546 1.9602  C18 1.091
68 H 3.3105 3.9599 3.2577  C19 1.093
69 H 2.2499 2.5753 3.1757  C19 1.090
70 H 3.8258 1.6711 5.1815  C20 1.094
71 H 4.3660 3.3200 5.1959  C20 1.097
72 H 2.0494 4.1364 5.5561  C21 1.093
73 H 2.8154 3.2891 6.8841  C21 1.092
74 H 0.2362 2.7681 5.7717  C22 1.089
75 H 1.0131 2.0939 7.1615  C22 1.093
76 H 0.5592 0.1857 6.1824  C23 1.093
77 H 2.1201 0.3694 5.4365  C23 1.092
78 H 0.0292 -0.3718 4.0833  C24 1.099
79 H 1.1788 0.6724 3.2986  C24 1.092
80 H 0.3035 2.3712 2.2195  C26 1.095
81 H -1.2967 2.9729 2.6253  C26 1.086
82 H -1.1189 1.3660 1.9173  C26 1.100
83 H 6.6028 -0.6944 1.4171  C28 1.093
84 H 5.9976 0.0453 2.8886  C28 1.096
85 H 5.8845 -2.5404 2.5815  C29 1.100
86 H 4.5021 -2.2229 1.5420  C29 1.091
87 H 5.9292 -1.3600 4.6477  C31 1.091
88 H 4.3645 -1.0485 5.4326  C31 1.092
89 H 4.9017 -2.7139 5.2180  C31 1.095
90 C 2.7629 -2.2537 -2.9791  Cl91 1.758, Cl92 1.760, Cl93 1.766, H94 1.084
91 Cl 1.8661 -0.7767 -3.3044  C90 1.758
92 Cl 4.1825 -1.9323 -1.9891  C90 1.760
93 Cl 1.7208 -3.4599 -2.2179  C90 1.766
94 H 3.0975 -2.6576 -3.9279  C90 1.084
95 C 2.7818 -0.3044 9.2782  Cl96 1.763, Cl97 1.762, Cl98 1.766, H99 1.079
96 Cl 3.8166 0.7506 8.3172  C95 1.763
97 Cl 1.4028 0.5835 9.9224  C95 1.762
98 Cl 2.2478 -1.6909 8.3230  C95 1.766
99 H 3.3598 -0.6722 10.1115  C95 1.079
100 C 6.5315 3.8012 -2.2040  Cl101 1.760, Cl102 1.764, Cl103 1.767, H104 1.082
101 Cl 5.3294 2.5160 -2.1829  C100 1.760
102 Cl 6.1047 5.0431 -3.3823  C100 1.764
103 Cl 6.7170 4.5048 -0.5935  C100 1.767
104 H 7.4821 3.3737 -2.4931  C100 1.082
105 C -7.5488 -1.7612 1.4327  Cl106 1.767, Cl107 1.761, Cl108 1.764, H109 1.083
106 Cl -8.5459 -1.6331 2.8864  C105 1.767
107 Cl -8.4387 -1.2139 0.0153  C105 1.761
108 Cl -6.0548 -0.8414 1.6125  C105 1.764
109 H -7.2926 -2.8041 1.2955  C105 1.083
110 C -7.8939 1.9040 4.0808  Cl111 1.763, Cl112 1.764, Cl113 1.767, H114 1.083
111 Cl -8.8975 2.0892 5.5186  C110 1.763
112 Cl -8.7937 2.3351 2.6257  C110 1.764
113 Cl -6.4293 2.8846 4.2086  C110 1.767
114 H -7.5997 0.8648 4.0061  C110 1.083
115 C -1.8421 0.4517 -7.6054  Cl116 1.765, Cl117 1.764, Cl118 1.762, H119 1.082
116 Cl -0.6665 0.6580 -6.3049  C115 1.765
117 Cl -2.0463 -1.2526 -8.0140  C115 1.764
118 Cl -3.3959 1.1676 -7.1828  C115 1.762
119 H -1.4656 0.9651 -8.4808  C115 1.082
120 C 0.9398 -7.3894 -5.0284  Cl121 1.765, Cl122 1.768, Cl123 1.762, H124 1.082
121 Cl -0.2135 -7.0731 -6.3264  C120 1.765
122 Cl 2.4446 -8.0625 -5.6666  C120 1.768
123 Cl 1.2596 -5.9222 -4.1058  C120 1.762
124 H 0.5035 -8.1206 -4.3610  C120 1.082
125 C 4.8311 8.8447 -4.7435  Cl126 1.764, Cl127 1.763, Cl128 1.763, H129 1.082
126 Cl 5.4739 7.4253 -5.5715  C125 1.764
127 Cl 3.4383 8.4126 -3.7530  C125 1.763
128 Cl 6.0795 9.6213 -3.7709  C125 1.763
129 H 4.5037 9.5498 -5.4954  C125 1.082
130 C -4.2187 3.4230 7.3600  Cl131 1.764, Cl132 1.763, Cl133 1.763, H134 1.081
131 Cl -3.8673 1.6970 7.2712  C130 1.764
132 Cl -5.6769 3.7190 8.3064  C130 1.763
133 Cl -2.8456 4.3140 8.0157  C130 1.763
134 H -4.3962 3.7787 6.3547  C130 1.081
135 C 4.5929 -5.7230 -1.9132  Cl136 1.763, Cl137 1.765, Cl138 1.761, H139 1.083
136 Cl 5.0829 -5.0442 -3.4651  C135 1.763
137 Cl 4.0675 -7.3987 -2.0884  C135 1.765
138 Cl 5.8914 -5.5948 -0.7299  C135 1.761
139 H 3.7529 -5.1427 -1.5514  C135 1.083
140 C -2.6731 5.8870 3.1546  Cl141 1.763, Cl142 1.766, Cl143 1.759, H144 1.082
141 Cl -2.9229 5.8951 1.4097  C140 1.763
142 Cl -3.7372 4.7093 3.9280  C140 1.766
143 Cl -1.0035 5.4983 3.5491  C140 1.759
144 H -2.9062 6.8718 3.5364  C140 1.082
145 C -11.7350 0.7984 -1.9500  Cl146 1.763, Cl147 1.764, Cl148 1.763, H149 1.082
146 Cl -12.7851 1.0121 -3.3496  C145 1.763
147 Cl -10.2429 -0.0268 -2.4035  C145 1.764
148 Cl -11.3849 2.3450 -1.1796  C145 1.763
149 H -12.2540 0.1771 -1.2324  C145 1.082
150 C 2.9465 -0.7921 -8.0194  Cl151 1.765, Cl152 1.766, Cl153 1.763, H154 1.082
151 Cl 2.7860 -0.7389 -6.2623  C150 1.765
152 Cl 4.2287 -1.9078 -8.5005  C150 1.766
153 Cl 1.4185 -1.2368 -8.7782  C150 1.763
154 H 3.2200 0.1971 -8.3618  C150 1.082
155 C 5.0493 2.1318 12.2108  Cl156 1.762, Cl157 1.761, Cl158 1.769, H159 1.082
156 Cl 6.6826 2.7180 11.9045  C155 1.762
157 Cl 3.8738 3.0043 11.2317  C155 1.761
158 Cl 4.9556 0.3880 11.9294  C155 1.769
159 H 4.8187 2.3071 13.2529  C155 1.082
160 C 4.6661 -7.1588 3.3338  Cl161 1.761, Cl162 1.765, Cl163 1.765, H164 1.082
161 Cl 4.1281 -7.1110 1.6573  C160 1.761
162 Cl 3.6562 -8.2344 4.3019  C160 1.765
163 Cl 6.3627 -7.6348 3.4297  C160 1.765
164 H 4.5767 -6.1609 3.7419  C160 1.082
165 C 1.5182 -8.7521 -9.3023  Cl166 1.763, Cl167 1.761, Cl168 1.765, H169 1.082
166 Cl 3.0204 -8.0848 -9.9403  C165 1.763
167 Cl 0.1412 -7.7503 -9.7506  C165 1.761
168 Cl 1.2895 -10.4178 -9.8386  C165 1.765
169 H 1.5871 -8.7537 -8.2224  C165 1.082
170 C -4.0620 -2.7548 5.4606  Cl171 1.765, Cl172 1.763, Cl173 1.762, H174 1.082
171 Cl -5.2288 -2.6859 4.1383  C170 1.765
172 Cl -2.5457 -3.4868 4.9378  C170 1.763
173 Cl -3.8059 -1.1204 6.0667  C170 1.762
174 H -4.4738 -3.3617 6.2557  C170 1.082
175 C -0.9831 4.6204 -8.7929  Cl176 1.766, Cl177 1.762, Cl178 1.764, H179 1.082
176 Cl -1.8934 3.5339 -9.8469  C175 1.766
177 Cl -1.0216 4.0673 -7.1202  C175 1.762
178 Cl 0.6782 4.7911 -9.3598  C175 1.764
179 H -1.4545 5.5930 -8.8375  C175 1.082

No. 2
A cluster of 2 separate species, C34H28N2P in total in a non-equilibrium geometry. Source: the Open Molecules 2025 dataset; level of theory: ωB97M-V with the def2-TZVPD basis set.

Net charge: +1
LUMO energy (eV): -4.47

Bonds (Å) are listed after each position.
Element x y z (Å)
1 C -3.0789 -4.8970 1.0098  C2 1.381, C22 1.381, H23 1.079
2 C -2.1838 -4.9153 2.0616  C1 1.381, C3 1.383, H24 1.077
3 C -1.4723 -3.7732 2.3818  C2 1.383, C4 1.376, H25 1.079
4 C -1.6677 -2.6215 1.6544  C3 1.376, P5 1.804, C21 1.377
5 P -0.7262 -1.1414 2.0739  C4 1.804, C6 1.807, C12 1.803, C18 1.796
6 C 0.8259 -1.1277 1.1492  P5 1.807, C7 1.376, C11 1.377
7 C 1.6947 -0.0738 1.3172  C6 1.376, C8 1.383, H26 1.078
8 C 2.8912 -0.0522 0.6236  C7 1.383, C9 1.381, H27 1.077
9 C 3.2071 -1.0844 -0.2379  C8 1.381, C10 1.381, H28 1.079
10 C 2.3299 -2.1379 -0.4054  C9 1.381, C11 1.383, H29 1.078
11 C 1.1344 -2.1579 0.2892  C6 1.377, C10 1.383, H30 1.078
12 C -1.6904 0.3238 1.6549  P5 1.803, C13 1.376, C17 1.377
13 C -2.5525 0.8568 2.5858  C12 1.376, C14 1.383, H31 1.078
14 C -3.3012 1.9747 2.2674  C13 1.383, C15 1.381, H32 1.077
15 C -3.1862 2.5462 1.0156  C14 1.381, C16 1.381, H33 1.079
16 C -2.3229 2.0035 0.0835  C15 1.381, C17 1.383, H34 1.078
17 C -1.5729 0.8867 0.4040  C12 1.377, C16 1.383, H35 1.079
18 C -0.4171 -1.1382 3.8427  P5 1.796, C19 1.280, H36 1.070
19 C 0.8071 -1.1730 4.2161  C18 1.280, N20 1.238
20 N 1.9954 -1.2062 4.5619  C19 1.238
21 C -2.5544 -2.5978 0.6015  C4 1.377, C22 1.383, H37 1.078
22 C -3.2646 -3.7397 0.2790  C1 1.381, C21 1.383, H38 1.078
23 H -3.6395 -5.7854 0.7650  C1 1.079
24 H -2.0452 -5.8143 2.6386  C2 1.077
25 H -0.7689 -3.7741 3.1995  C3 1.079
26 H 1.4385 0.7203 2.0003  C7 1.078
27 H 3.5802 0.7642 0.7626  C8 1.077
28 H 4.1460 -1.0749 -0.7691  C9 1.079
29 H 2.5820 -2.9494 -1.0682  C10 1.078
30 H 0.4460 -2.9783 0.1667  C11 1.078
31 H -2.6373 0.4020 3.5596  C13 1.078
32 H -3.9693 2.3994 2.9981  C14 1.077
33 H -3.7670 3.4208 0.7688  C15 1.079
34 H -2.2300 2.4538 -0.8911  C16 1.078
35 H -0.8927 0.4577 -0.3148  C17 1.079
36 H -1.2359 -1.1866 4.5305  C18 1.070
37 H -2.6949 -1.6881 0.0402  C21 1.078
38 H -3.9692 -3.7241 -0.5363  C22 1.078
39 C 3.6713 3.9604 8.5382  N40 1.466, H54 1.086, H55 1.089, H56 1.089
40 N 3.0988 3.5637 7.2484  C39 1.466, C41 1.405, C49 1.407
41 C 3.9032 2.8091 6.3776  N40 1.405, C42 1.395, C46 1.421
42 C 5.2096 2.4453 6.7045  C41 1.395, C43 1.375, H57 1.075
43 C 5.9843 1.7070 5.8416  C42 1.375, C44 1.390, H58 1.077
44 C 5.4755 1.3015 4.6135  C43 1.390, C45 1.369, H59 1.077
45 C 4.1972 1.6344 4.2555  C44 1.369, C46 1.410, H60 1.076
46 C 3.3841 2.3936 5.1216  C41 1.421, C45 1.410, C47 1.396
47 C 2.0789 2.7417 4.7692  C46 1.396, C48 1.397, H61 1.074
48 C 1.2749 3.4918 5.6306  C47 1.397, C49 1.425, C53 1.409
49 C 1.7835 3.9131 6.8929  N40 1.407, C48 1.425, C50 1.398
50 C 0.9396 4.6588 7.7211  C49 1.398, C51 1.376, H62 1.073
51 C -0.3408 4.9807 7.3329  C50 1.376, C52 1.388, H63 1.077
52 C -0.8309 4.5692 6.1013  C51 1.388, C53 1.368, H64 1.077
53 C -0.0403 3.8354 5.2607  C48 1.409, C52 1.368, H65 1.076
54 H 2.9828 4.5362 9.1495  C39 1.086
55 H 3.9505 3.0709 9.1006  C39 1.089
56 H 4.5576 4.5705 8.3715  C39 1.089
57 H 5.6204 2.7445 7.6518  C42 1.075
58 H 6.9888 1.4393 6.1234  C43 1.077
59 H 6.0896 0.7206 3.9463  C44 1.077
60 H 3.7940 1.3104 3.3123  C45 1.076
61 H 1.6836 2.4275 3.8213  C47 1.074
62 H 1.2729 4.9971 8.6837  C50 1.073
63 H -0.9662 5.5564 7.9942  C51 1.077
64 H -1.8348 4.8294 5.8107  C52 1.077
65 H -0.4171 3.5107 4.3068  C53 1.076